Version A
DFT (ωB97M-V with the def2-TZVPD basis set) results for a 2-piece molecular cluster, C3H8O3S overall.

Computed properties:
LUMO (alpha / beta), eV: -0.27 / -0.27
HOMO (alpha / beta), eV: -8.623 / -8.623
Gap between HOMO and LUMO (alpha / beta), eV: 8.351 / 8.350

Last column: Löwdin charge in e.
Positions of all 15 atoms, in Å:
C: 1.423 1.116 1.510  -0.03
C: 0.352 -1.293 -0.593  -0.20
C: 0.223 0.951 0.645  -0.18
O: -2.089 -1.507 0.036  -0.41
O: -1.683 0.257 -1.643  -0.41
O: 0.064 1.867 -0.349  0.04
S: -1.320 -1.099 -1.104  0.61
H: 1.660 0.023 1.756  0.12
H: 1.007 1.636 2.395  0.10
H: 2.088 1.696 0.828  0.11
H: 0.959 -0.984 -1.344  -0.02
H: 0.315 -2.233 -0.140  0.00
H: -0.559 0.298 0.919  0.07
H: -0.767 1.409 -0.793  0.10
H: -1.671 -2.138 -2.123  0.10


Version B
DFT (ωB97M-V with the def2-TZVPD basis set) results for a 2-piece molecular cluster, C3H8O3S overall.

Computed properties:
LUMO, eV: 0.55
HOMO, eV: -9.552
Gap between HOMO and LUMO, eV: 10.106

Last column: Löwdin charge in e.
Positions of all 15 atoms, in Å:
O: 0.140 1.636 -0.132  0.11
C: 0.999 0.898 -0.528  -0.52
O: 1.822 1.241 -1.549  0.11
C: 1.504 -0.356 0.132  -0.17
C: 0.654 -0.783 1.311  -0.52
S: -0.864 -1.649 0.753  0.77
H: 1.461 2.041 -1.950  0.13
H: 1.549 -1.183 -0.581  0.12
H: 2.503 -0.109 0.450  0.13
H: 0.369 0.079 1.909  0.08
H: 1.236 -1.418 1.974  0.07
H: -1.632 -1.535 1.845  -0.12
O: -2.594 0.704 -0.673  -0.12
H: -1.846 0.189 -0.291  -0.08
H: -2.395 1.564 -0.278  0.02


Calculated relative energies: version A 481.5; version B 0.0, given in kJ/mol


Version A
DFT (ωB97M-V with the def2-TZVPD basis set) results for one molecule with the formula C5H7Br.

Computed properties:
LUMO, eV: -0.94
HOMO, eV: -8.314
Gap between HOMO and LUMO, eV: 7.371

Last column: Löwdin charge in e.
Positions of all 13 atoms, in Å:
C: 1.193 0.085 -0.156  -0.23
C: 2.475 -0.793 -0.341  -0.52
C: -0.219 -0.010 -0.024  -0.32
C: -0.861 -1.338 0.158  -0.06
C: -1.076 1.202 -0.042  -0.06
Br: 3.989 0.174 0.090  0.64
H: 1.487 1.141 -0.181  0.04
H: -1.669 -1.456 -0.562  0.09
H: -1.302 -1.418 1.151  0.09
H: -0.131 -2.131 0.030  0.08
H: -2.124 0.908 -0.094  0.08
H: -0.838 1.844 -0.892  0.09
H: -0.923 1.792 0.862  0.09


Version B
DFT (ωB97M-V with the def2-TZVPD basis set) results for one molecule with the formula C5H7Br.

Computed properties:
LUMO, eV: 0.93
HOMO, eV: -9.811
Gap between HOMO and LUMO, eV: 10.740

Last column: Löwdin charge in e.
Positions of all 13 atoms, in Å:
C: -1.863 -1.624 1.705  0.13
C: -1.256 -1.215 0.768  -0.22
C: -0.452 -0.843 -0.319  -0.21
C: 0.455 0.557 0.122  -0.66
C: 1.099 1.403 -1.046  -0.19
Br: 1.973 -0.084 1.246  0.61
H: -2.492 -2.119 2.356  0.01
H: -1.117 -0.561 -1.101  0.10
H: 0.180 -1.652 -0.603  0.10
H: -0.152 1.283 0.634  0.07
H: 1.815 0.791 -1.703  0.09
H: 1.511 2.269 -0.335  0.10
H: 0.298 1.794 -1.725  0.07


Calculated relative energies: version A 128.5; version B 0.0, given in kJ/mol


Version A
DFT (ωB97M-V with the def2-TZVPD basis set) results for a 2-piece molecular cluster, C2H7N2S overall.

Computed properties:
LUMO, eV: 4.30
Net charge: -1
HOMO, eV: -2.879
Gap between HOMO and LUMO, eV: 7.177

Last column: Löwdin charge in e.
Positions of all 12 atoms, in Å:
C: 1.669 -2.155 1.321  -0.68
S: 1.743 -0.669 0.190  0.12
H: 2.463 -2.832 1.338  -0.06
H: 0.735 -2.692 1.019  -0.02
H: 1.566 -1.942 2.462  0.02
N: -0.291 1.572 -0.260  -0.01
C: -1.546 1.347 -0.828  -0.42
N: -2.174 2.077 -1.739  -0.08
H: -0.098 2.602 -0.465  0.09
H: 0.525 1.020 0.168  -0.11
H: -1.997 0.287 -0.748  0.11
H: -2.595 1.385 -2.458  0.03


Version B
DFT (ωB97M-V with the def2-TZVPD basis set) results for a 2-piece molecular cluster, C2H7N2S overall.

Computed properties:
LUMO, eV: 4.11
Net charge: -1
HOMO, eV: -2.890
Gap between HOMO and LUMO, eV: 7.002

Last column: Löwdin charge in e.
Positions of all 12 atoms, in Å:
S: 0.496 1.434 -2.803  -0.19
H: -0.159 2.512 -2.366  -0.44
C: 0.560 -0.156 0.834  -0.26
C: -0.620 -0.526 0.321  -0.24
N: -1.337 -1.591 1.005  -0.04
N: 1.384 0.826 0.299  -0.01
H: 0.940 -0.659 1.717  0.09
H: -0.966 -0.133 -0.627  0.05
H: -1.750 -2.216 0.331  0.04
H: -2.097 -1.238 1.576  0.04
H: 2.371 0.654 0.406  0.05
H: 1.177 1.093 -0.692  -0.09


Calculated relative energies: version A 116.9; version B 0.0, given in kJ/mol


Version A
DFT (ωB97M-V with the def2-TZVPD basis set) results for a 10-piece molecular cluster, C30H30F10O30 overall.

Computed properties:
LUMO, eV: 0.01
HOMO, eV: -10.906
Gap between HOMO and LUMO, eV: 10.912

Last column: Löwdin charge in e.
Positions of all 100 atoms, in Å:
O: 3.643 -2.037 1.870  0.15
C: 4.652 -1.899 1.242  -0.57
O: 5.820 -2.319 1.666  0.09
C: 6.811 -2.183 0.640  -0.02
C: 6.170 -1.107 -0.251  -0.31
F: 6.431 -1.346 -1.543  0.10
O: 4.799 -1.265 0.058  0.13
H: 7.779 -1.950 1.080  0.14
H: 6.967 -3.166 0.193  0.15
H: 6.445 -0.098 0.070  0.17
O: -3.364 -0.799 0.081  0.17
C: -3.350 -0.571 -1.090  -0.56
O: -4.306 0.019 -1.837  0.09
C: -3.787 0.121 -3.164  -0.05
C: -2.719 -0.965 -3.235  -0.28
F: -1.670 -0.615 -3.989  0.10
O: -2.327 -0.950 -1.859  0.10
H: -4.609 0.106 -3.885  0.14
H: -3.424 1.121 -3.427  0.11
H: -3.044 -1.982 -3.459  0.17
O: -2.302 2.613 -4.447  0.14
C: -1.190 2.756 -4.019  -0.58
O: -0.865 3.501 -2.997  0.09
C: 0.571 3.673 -2.992  -0.01
C: 1.047 2.429 -3.737  -0.27
F: 1.425 1.458 -2.881  0.09
O: -0.107 2.097 -4.505  0.14
H: 0.756 4.654 -3.429  0.14
H: 0.821 3.761 -1.936  0.13
H: 1.907 2.610 -4.379  0.17
O: -1.272 2.578 0.831  0.16
C: -0.580 1.640 0.592  -0.55
O: -0.133 0.767 1.515  0.07
C: 0.102 -0.486 0.880  -0.03
C: 0.597 0.021 -0.479  -0.28
F: 0.306 -0.770 -1.525  0.09
O: -0.208 1.207 -0.639  0.11
H: 0.885 -1.011 1.422  0.13
H: -0.847 -1.016 0.781  0.12
H: 1.672 0.218 -0.437  0.16
O: 3.301 -5.736 0.043  0.18
C: 2.751 -5.275 0.986  -0.54
O: 1.428 -5.205 1.152  0.08
C: 1.156 -4.415 2.321  -0.05
C: 2.384 -4.735 3.141  -0.32
F: 2.360 -5.918 3.833  0.07
O: 3.347 -4.813 2.142  0.10
H: 1.108 -3.338 2.197  0.12
H: 0.283 -4.808 2.836  0.14
H: 2.680 -3.918 3.803  0.17
O: 4.096 -2.481 -3.295  0.18
C: 3.024 -2.973 -3.173  -0.56
O: 2.304 -3.058 -2.033  0.06
C: 1.183 -3.926 -2.275  -0.04
C: 1.046 -3.851 -3.794  -0.29
F: 0.221 -2.826 -4.167  0.06
O: 2.341 -3.506 -4.204  0.14
H: 1.501 -4.937 -2.013  0.14
H: 0.308 -3.567 -1.742  0.13
H: 0.709 -4.801 -4.207  0.17
O: 4.978 1.773 -1.640  0.20
C: 4.441 2.342 -0.749  -0.56
O: 5.090 2.839 0.330  0.08
C: 4.146 3.599 1.090  -0.06
C: 2.825 3.007 0.648  -0.30
F: 1.947 4.065 0.649  0.06
O: 3.127 2.579 -0.645  0.13
H: 4.310 3.728 2.161  0.14
H: 4.281 4.649 0.804  0.14
H: 2.488 2.212 1.316  0.18
O: -3.563 7.289 1.628  0.19
C: -4.060 6.282 1.257  -0.56
O: -3.401 5.422 0.446  0.06
C: -4.210 4.267 0.194  -0.05
C: -5.430 4.506 1.061  -0.30
F: -5.412 3.628 2.110  0.06
O: -5.298 5.817 1.540  0.15
H: -4.380 4.199 -0.878  0.14
H: -3.684 3.382 0.549  0.12
H: -6.376 4.409 0.530  0.17
O: -1.398 -3.365 0.873  0.17
C: -2.442 -3.911 0.765  -0.53
O: -2.636 -4.923 -0.106  0.09
C: -3.963 -5.358 -0.099  -0.08
C: -4.458 -4.798 1.234  -0.26
F: -4.283 -5.816 2.162  0.04
O: -3.539 -3.777 1.561  0.14
H: -4.588 -4.986 -0.920  0.14
H: -4.091 -6.437 -0.121  0.14
H: -5.482 -4.445 1.331  0.17
O: -3.847 5.752 5.601  0.19
C: -3.108 5.023 5.039  -0.55
O: -1.901 5.361 4.564  0.07
C: -1.396 4.299 3.727  -0.04
C: -2.275 3.137 4.110  -0.33
F: -1.641 2.306 4.982  0.07
O: -3.397 3.719 4.696  0.13
H: -1.540 4.625 2.698  0.13
H: -0.347 4.234 4.002  0.14
H: -2.521 2.639 3.173  0.15


Version B
DFT (ωB97M-V with the def2-TZVPD basis set) results for a 10-piece molecular cluster, C30H30F10O30 overall.

Computed properties:
LUMO, eV: -0.10
HOMO, eV: -10.771
Gap between HOMO and LUMO, eV: 10.668

Last column: Löwdin charge in e.
Positions of all 100 atoms, in Å:
O: -2.000 -3.173 -7.494  0.12
C: -2.740 -3.158 -8.493  -0.56
O: -3.598 -4.193 -8.690  0.08
C: -3.790 -4.264 -10.062  -0.10
C: -3.674 -2.813 -10.506  -0.32
F: -4.817 -2.237 -10.331  0.14
O: -2.735 -2.405 -9.522  0.17
H: -3.055 -4.945 -10.490  0.14
H: -4.756 -4.679 -10.351  0.14
H: -3.327 -2.695 -11.532  0.18
O: -3.710 -10.631 0.145  0.12
C: -3.586 -9.648 -0.610  -0.44
O: -2.410 -9.116 -1.061  0.05
C: -2.617 -7.911 -1.738  -0.08
C: -4.145 -7.935 -2.068  -0.27
F: -4.271 -8.505 -3.285  0.07
O: -4.630 -8.811 -1.023  0.10
H: -2.287 -7.065 -1.136  0.14
H: -2.035 -8.035 -2.651  0.14
H: -4.578 -6.936 -2.123  0.17
O: 1.941 0.047 3.138  0.13
C: 1.406 0.149 2.024  -0.43
O: 1.625 1.047 0.959  0.04
C: 0.626 0.885 -0.085  -0.03
C: -0.160 -0.338 0.402  -0.34
F: 0.039 -1.332 -0.453  0.08
O: 0.401 -0.697 1.632  0.12
H: 0.063 1.790 -0.313  0.14
H: 1.113 0.657 -1.033  0.14
H: -1.242 -0.255 0.509  0.17
O: 7.593 0.346 8.338  0.17
C: 6.843 -0.464 8.816  -0.56
O: 6.934 -1.797 8.659  0.09
C: 6.073 -2.408 9.558  -0.09
C: 5.085 -1.301 9.840  -0.28
F: 4.594 -1.305 11.135  0.06
O: 5.831 -0.112 9.620  0.15
H: 5.570 -3.288 9.157  0.15
H: 6.590 -2.666 10.482  0.15
H: 4.282 -1.306 9.103  0.17
O: 8.084 7.621 6.896  0.10
C: 7.026 7.105 6.454  -0.54
O: 6.834 6.482 5.319  0.10
C: 5.545 5.922 5.267  -0.05
C: 4.811 6.735 6.334  -0.29
F: 3.895 6.029 6.980  0.10
O: 5.910 7.209 7.203  0.13
H: 4.974 5.928 4.338  0.14
H: 5.556 4.878 5.581  0.14
H: 4.312 7.618 5.937  0.17
O: 6.042 -5.743 3.074  0.14
C: 5.953 -5.382 1.903  -0.48
O: 6.759 -4.514 1.303  0.10
C: 6.243 -4.179 0.022  -0.05
C: 5.366 -5.406 -0.233  -0.39
F: 6.154 -6.278 -0.805  0.10
O: 4.931 -5.830 1.030  0.13
H: 5.544 -3.343 0.056  0.13
H: 6.912 -3.905 -0.794  0.15
H: 4.642 -5.211 -1.024  0.17
O: -1.693 -7.396 9.233  0.14
C: -1.104 -6.995 8.240  -0.50
O: 0.199 -6.962 7.982  0.10
C: 0.458 -6.191 6.861  -0.09
C: -0.841 -5.937 6.214  -0.38
F: -0.945 -6.480 5.055  0.14
O: -1.803 -6.414 7.190  0.12
H: 0.951 -5.294 7.236  0.15
H: 1.085 -6.702 6.130  0.15
H: -1.042 -4.870 6.113  0.17
O: -7.321 6.153 -0.667  0.17
C: -7.571 4.980 -0.599  -0.51
O: -8.857 4.466 -0.668  0.03
C: -8.821 3.112 -1.158  -0.03
C: -7.380 2.743 -0.716  -0.32
F: -6.783 2.072 -1.719  0.08
O: -6.720 3.950 -0.412  0.14
H: -9.602 2.575 -0.620  0.14
H: -8.863 3.143 -2.247  0.14
H: -7.434 2.208 0.232  0.17
O: -2.545 4.441 -6.354  0.11
C: -3.390 5.073 -7.044  -0.44
O: -3.038 5.948 -8.119  0.06
C: -4.124 6.018 -8.952  -0.10
C: -5.235 5.760 -7.941  -0.44
F: -6.168 5.077 -8.391  0.17
O: -4.681 4.900 -6.999  0.18
H: -4.277 7.059 -9.235  0.14
H: -4.212 5.348 -9.807  0.15
H: -5.672 6.647 -7.482  0.18
O: 2.868 7.464 -5.460  0.18
C: 2.360 8.046 -4.541  -0.47
O: 1.295 8.904 -4.755  0.06
C: 1.071 9.524 -3.545  -0.12
C: 1.524 8.549 -2.421  -0.23
F: 0.489 7.673 -2.126  0.04
O: 2.563 7.929 -3.178  0.11
H: 1.559 10.496 -3.471  0.14
H: 0.006 9.705 -3.688  0.14
H: 1.755 9.046 -1.479  0.17


Calculated relative energies: version A 0.0; version B 559.5, given in kJ/mol